The following is a quantum chemistry calculation of 3 unconnected molecules or ions with the total composition C43H67B2BrN3O7, from OMol25.

```
123
Properties=species:S:1:pos:R:3:mulliken_charge:R:1
C -2.8204 5.4707 -3.1259 -0.10
O -2.8762 5.0279 -1.7279 -0.54
B -2.1059 3.8012 -1.5595 0.87
O -2.7613 2.7330 -0.8509 -0.77
C -0.5577 3.6644 -2.1165 -0.28
C -0.3364 2.4805 -3.1039 0.15
C -1.4687 1.4534 -3.5717 -1.40
C -2.0891 1.8368 -5.0227 0.49
C -1.3773 2.8587 -5.9820 -0.12
C -1.9496 3.1912 -7.3971 -0.74
C -3.2587 2.5280 -7.9657 -0.61
C -3.9787 1.5271 -6.9986 -0.52
C -3.4061 1.1864 -5.5718 0.56
C -4.2139 0.1016 -4.6873 -1.21
C 1.0953 2.2531 -3.7049 0.08
C 1.4637 1.1115 -4.7639 0.00
O 1.6460 1.4760 -5.9497 -0.41
O 1.5436 -0.2840 -4.4477 -0.47
Br 2.6686 -0.5568 -3.0248 0.13
C 2.2166 3.2182 -3.2199 0.36
B 3.7098 2.9793 -3.8507 0.93
C 4.8978 2.3242 -2.9192 -0.82
O 3.9340 3.4022 -5.2167 -0.61
C 1.8783 4.3566 -2.1783 -0.48
C 3.1296 5.2464 -1.7260 -1.15
C 3.5401 6.3734 -2.8020 -0.63
C 2.3322 7.3220 -3.2617 -0.89
C 1.4726 6.7041 -4.4713 0.85
N 0.9492 7.7864 -5.4036 -0.44
C -0.5223 7.6480 -5.3642 0.61
C -1.3824 6.9379 -6.5230 -0.79
O -1.1962 8.1375 -4.3996 -0.53
N 0.5184 4.5643 -1.6813 1.70
C 0.1904 5.6854 -0.7257 -0.60
C 0.0783 5.1670 0.8145 -0.92
C 0.5342 3.6311 0.9833 0.49
O 1.7542 3.3213 0.8427 -0.54
N -0.5267 2.6318 1.2465 -0.10
C 0.0513 1.2438 1.2608 -0.09
C -0.3086 0.3572 0.0194 0.20
C 0.1910 -1.1155 -0.0880 -0.55
C 1.0515 -1.6795 1.0685 -0.60
C 1.4364 -0.7789 2.3017 -0.54
C 0.9530 0.7143 2.4287 -0.35
H -3.5106 6.3638 -3.3397 0.33
H -1.7520 5.8512 -3.3737 -0.23
H -3.0557 4.6111 -3.8599 0.20
H -3.5837 3.1333 -0.4876 0.25
H -0.9198 0.4471 -3.7550 0.54
H -2.2670 1.2276 -2.7904 0.55
H -0.4066 3.3698 -5.6723 0.25
H -1.4178 3.9118 -8.1153 0.33
H -3.6297 2.7716 -9.0219 0.34
H -4.9253 1.0345 -7.4151 0.31
H -5.0969 0.6690 -4.2148 0.28
H -3.5769 -0.3557 -3.8520 0.24
H -4.6446 -0.7255 -5.3644 0.40
H 4.5962 2.5060 -1.8160 0.25
H 5.9109 2.8287 -3.1639 0.27
H 4.9218 1.2135 -3.1860 0.28
H 4.5068 2.7094 -5.6155 0.32
H 2.9541 5.8011 -0.7248 0.44
H 4.0812 4.6187 -1.5210 0.38
H 4.0985 5.8527 -3.6527 0.27
H 4.3141 7.0549 -2.2758 0.42
H 1.6777 7.6086 -2.3495 0.02
H 2.7914 8.3072 -3.6269 0.46
H 2.1130 5.9365 -5.0345 0.30
H 0.5477 6.1971 -3.9923 -0.62
H 1.2218 7.4349 -6.3478 0.33
H -2.1866 7.6758 -6.9032 0.35
H -1.9161 5.9923 -6.1637 0.07
H -0.7482 6.6677 -7.4374 0.31
H -0.7483 6.2760 -1.0595 0.38
H 1.0154 6.4922 -0.7040 0.34
H -0.9513 5.3653 1.2817 0.35
H 0.8243 5.7772 1.4570 0.42
H -0.9852 2.8417 2.1497 0.41
H -0.9484 0.7926 -0.8334 0.27
H -0.1292 -1.6949 -1.0200 0.40
H 1.4144 -2.7596 1.0248 0.40
H 2.0849 -1.2042 3.1375 0.39
H 1.2351 1.3798 3.3075 0.34
C 1.3979 -5.6672 8.0390 -1.23
C 1.5769 -5.4552 6.5420 -0.06
C 1.6965 -3.9814 6.1508 -0.72
C 0.4668 -3.1216 6.4614 -0.69
C -0.8397 -3.5970 5.8233 -0.21
C -0.8047 -3.5840 4.3012 -1.00
H 0.4728 -5.2148 8.4034 0.29
H 1.3549 -6.7364 8.2654 0.37
H 2.2354 -5.2382 8.5956 0.34
H 0.7528 -5.9304 6.0014 -0.06
H 2.4891 -5.9718 6.2246 0.44
H 1.9225 -3.9204 5.0806 0.24
H 2.5603 -3.5454 6.6654 0.38
H 0.6706 -2.0961 6.1307 0.36
H 0.3267 -3.0640 7.5461 0.35
H -1.6482 -2.9377 6.1578 0.37
H -1.0968 -4.6002 6.1766 0.05
H -0.5911 -2.5791 3.9254 0.17
H -1.7724 -3.8962 3.8996 0.41
H -0.0478 -4.2676 3.9085 0.25
C 0.3600 -11.1526 7.3650 -1.18
C 0.3668 -10.6419 5.9307 -0.57
C -0.0320 -9.1699 5.8119 -0.33
C -1.4551 -8.8383 6.2732 -0.39
C -2.5681 -9.6086 5.5607 -0.50
C -2.6329 -9.3266 4.0658 -1.15
H -0.6385 -11.1065 7.8056 0.30
H 0.6870 -12.1956 7.3949 0.38
H 1.0409 -10.5678 7.9894 0.27
H -0.2851 -11.2673 5.3138 0.28
H 1.3772 -10.7596 5.5247 0.36
H 0.0952 -8.8558 4.7704 0.36
H 0.6691 -8.5629 6.3965 0.12
H -1.6214 -7.7635 6.1327 0.12
H -1.5398 -9.0159 7.3507 0.35
H -3.5266 -9.3255 6.0093 0.37
H -2.4579 -10.6843 5.7276 0.26
H -2.7861 -8.2603 3.8769 0.26
H -3.4660 -9.8723 3.6151 0.38
H -1.7187 -9.6396 3.5555 0.29
```

Multiplicity: 1
Energy above the lowest of the compared OMol25 structures with the same formula, charge and spin (eV): 16.1568
Molecular weight (u): 839.55
Orbital gap (eV): 6.475
HOMO energy (eV): -10.85
Net charge: +1